DFT (the ωB97M-V functional and the def2-TZVPD basis) results for the molecule C5H9OP.

Properties
* energy above the lowest of the compared OMol25 structures with the same formula, charge and spin: 79.8 kcal per mole
* frontier orbital gap (spin up / spin down): 8.37 / 8.32 eV
* LUMO level (spin up / spin down): 0.692 / 0.846 eV

Each line ends with the natural charge from an NBO analysis.
Positions of all 16 atoms, in Å:
C -1.48 0.92 0.23  -0.4683
C -1.40 -0.35 -0.51  -0.3422
C -0.29 1.86 -0.07  -0.7156
C 1.12 -0.57 -0.03  0.0601
C 1.56 -1.91 0.41  -0.6946
O 1.78 0.20 -0.96  -0.7093
P 1.37 1.12 0.41  0.9318
H -2.39 1.47 -0.05  0.2155
H -1.53 0.73 1.31  0.2051
H -1.73 -1.26 -0.05  0.1887
H -1.36 -0.32 -1.58  0.1850
H -0.26 2.09 -1.14  0.2347
H -0.41 2.79 0.49  0.2233
H 0.73 -2.47 0.83  0.2332
H 2.34 -1.84 1.16  0.2233
H 1.95 -2.46 -0.45  0.2292

***

DFT (the ωB97M-V functional and the def2-TZVPD basis) results for C5H9P as an isolated structure.

Properties
* energy above the lowest of the compared OMol25 structures with the same formula, charge and spin: 75.3 kcal per mole
* frontier orbital gap: 9.63 eV
* LUMO level: -0.159 eV

Each line ends with the natural charge from an NBO analysis.
Positions of all 15 atoms, in Å:
C 3.19 0.66 -0.10  -0.3702
C 2.51 -0.31 -0.18  -0.2345
C -0.38 0.99 0.59  -0.6231
C -1.94 -0.63 -0.14  -0.6249
C -0.48 -0.28 -0.20  -0.4977
P 0.68 -1.65 0.43  0.6335
H 3.80 1.46 -0.30  0.2203
H -1.14 1.02 1.42  0.1984
H 0.56 1.22 1.01  0.2303
H -0.62 1.82 -0.08  0.2187
H -2.38 0.36 0.04  0.2196
H -2.29 -1.33 0.66  0.2127
H -2.26 -1.05 -1.03  0.2130
H -0.13 -0.03 -1.31  0.2369
H 0.88 -2.25 -0.82  -0.0331

***

DFT (the ωB97M-V functional and the def2-TZVPD basis) results for C5HAuN3S2 as an isolated structure.

Properties
* frontier orbital gap: 5.40 eV
* charge: -1
* LUMO level: 1.303 eV

Each line ends with the natural charge from an NBO analysis.
Positions of all 12 atoms, in Å:
Au -0.09 3.29 2.46  0.4707
S 1.28 1.34 1.70  -0.1095
C -0.26 -0.54 0.41  0.2125
S -1.64 1.66 1.30  -0.1143
C 0.23 -0.51 -0.94  -0.5589
C 0.22 -1.72 -1.68  0.3207
N 0.22 -2.72 -2.26  -0.4446
C 0.64 0.68 -1.60  0.3173
N 0.97 1.65 -2.14  -0.4432
N -0.70 -1.53 1.08  -0.7106
C -0.22 0.77 1.17  -0.2767
H -0.66 -2.37 0.50  0.3365

***

| no. | maximum force (Eh/bohr) |
| --- | --- |
| 1 | 0.0446 |
| 2 | 0.1208 |
| 3 | 0.0120 |